C25H34CoGe2N4OS2 as an isolated structure in a non-equilibrium geometry, computed with ωB97M-V/def2-TZVPD.

Properties
multiplicity	2
<S²>	1.02
LUMO level (spin up / spin down)	-0.1801 / 0.5419	eV
orbital gap (spin up / spin down)	7.306 / 8.002	eV

```
69
C25H34CoGe2N4OS2, DFT ωB97M-V/def2-TZVPD
Co 0.47 0.47 -0.28
O 0.70 2.04 0.88
N -0.38 2.68 1.30
C -0.19 3.61 2.28
C -1.22 4.35 2.75
C -2.49 4.15 2.21
C -2.68 3.19 1.25
C -1.61 2.41 0.77
S -1.74 1.18 -0.42
H 0.84 3.68 2.62
H -1.03 5.08 3.53
H -3.33 4.74 2.56
H -3.65 2.99 0.83
C -3.08 -2.85 0.11
N -2.02 -2.24 -0.69
C -1.73 -2.61 -1.96
S -1.22 -1.52 -3.15
N -1.88 -3.93 -2.24
C -1.64 -5.03 -1.29
H -3.59 -2.06 0.65
H -2.71 -3.58 0.84
H -3.81 -3.35 -0.53
H -1.83 -1.27 -0.50
H -1.72 -4.13 -3.21
H -2.56 -5.47 -0.90
H -1.04 -4.68 -0.46
H -1.08 -5.81 -1.80
C 4.64 -0.43 3.24
Ge 3.54 0.38 1.85
C 4.55 0.19 0.18
C 3.63 2.29 2.24
Ge 1.31 -0.63 1.61
C 0.36 -0.29 3.30
C -0.96 -0.75 3.47
C -1.66 -0.51 4.65
C -1.06 0.20 5.69
C 0.24 0.68 5.52
C 0.93 0.44 4.34
C 1.69 -2.57 1.54
C 0.65 -3.50 1.71
C 0.90 -4.87 1.66
C 2.18 -5.35 1.42
C 3.22 -4.44 1.24
C 2.97 -3.07 1.30
H 5.63 0.03 3.22
H 4.75 -1.51 3.12
H 4.19 -0.26 4.23
H 5.57 0.58 0.31
H 4.06 0.77 -0.62
H 4.62 -0.85 -0.15
H 4.69 2.56 2.29
H 3.16 2.53 3.19
H 3.15 2.87 1.45
H -1.46 -1.28 2.67
H -2.67 -0.88 4.77
H -1.59 0.38 6.61
H 0.71 1.24 6.32
H 1.94 0.83 4.24
H -0.36 -3.16 1.91
H 0.08 -5.57 1.82
H 2.37 -6.42 1.39
H 4.23 -4.81 1.07
H 3.80 -2.39 1.15
C 2.73 -2.73 -2.29
C 2.05 -1.51 -1.89
N 1.51 -0.55 -1.57
H 3.81 -2.56 -2.29
H 2.39 -3.03 -3.28
H 2.50 -3.51 -1.56
```

C25H34F4InN5O3 as an isolated structure in a non-equilibrium geometry, computed with ωB97M-V/def2-TZVPD.

Properties
net charge	+2
LUMO level	-5.7020	eV
relative energy (zero: lowest compared OMol25 entry of this formula, charge and spin)	0.0	kcal per mole
orbital gap	7.429	eV

```
72
C25H34F4InN5O3, DFT ωB97M-V/def2-TZVPD
In 1.03 1.65 0.22
C 2.60 0.40 -2.28
N 2.09 1.73 -1.87
C 1.19 2.29 -2.90
C 3.17 2.68 -1.53
C 3.90 2.26 -0.28
N 2.96 2.29 0.84
C 3.30 1.74 2.07
C 2.28 1.58 3.02
F 0.99 1.91 2.62
C 2.48 1.07 4.28
F 1.42 0.89 5.07
C 3.75 0.75 4.70
C 4.78 0.95 3.81
F 6.03 0.68 4.18
C 4.57 1.39 2.51
F 5.63 1.53 1.71
H 3.43 0.51 -2.99
H 1.81 -0.17 -2.76
H 2.96 -0.16 -1.42
H 1.72 2.44 -3.84
H 0.81 3.26 -2.56
H 0.35 1.62 -3.05
H 2.72 3.66 -1.36
H 3.88 2.75 -2.36
H 4.69 2.99 -0.12
H 4.37 1.29 -0.40
H 3.94 0.39 5.70
C -0.08 -6.13 -2.49
C -0.95 -4.95 -2.90
N -1.24 -4.06 -1.76
C -2.59 -4.11 -1.20
C -2.92 -5.45 -0.55
C -0.27 -3.21 -1.39
O 0.76 -3.02 -2.03
C -0.39 -2.43 -0.09
C -0.84 -2.88 1.14
C -0.70 -2.07 2.26
C -0.09 -0.84 2.14
N 0.37 -0.41 0.95
C 0.22 -1.19 -0.13
H 0.18 -6.72 -3.37
H -0.59 -6.78 -1.78
H 0.85 -5.77 -2.04
H -1.90 -5.28 -3.31
H -0.42 -4.36 -3.65
H -3.29 -3.91 -2.01
H -2.69 -3.30 -0.47
H -3.03 -6.23 -1.31
H -3.87 -5.37 -0.02
H -2.15 -5.75 0.15
H -1.29 -3.86 1.25
H -1.04 -2.40 3.23
H 0.06 -0.19 2.99
H 0.61 -0.83 -1.07
O -0.75 3.28 0.13
C -1.53 2.40 -0.33
O -1.14 1.28 -0.72
C -3.01 2.73 -0.37
N -3.16 4.23 -0.45
C -4.24 4.62 0.53
C -3.98 3.66 1.67
C -3.70 2.33 0.95
H -3.47 2.25 -1.23
H -3.34 4.57 -1.39
H -2.25 4.59 -0.13
H -5.21 4.45 0.07
H -4.14 5.67 0.79
H -4.84 3.59 2.35
H -3.12 3.98 2.26
H -4.64 1.81 0.74
H -3.08 1.67 1.55
```

A single C25H34N2O4 molecule, computed with ωB97M-V/def2-TZVPD.

Properties
LUMO level	0.7940	eV
relative energy (zero: lowest compared OMol25 entry of this formula, charge and spin)	49.1	kcal per mole
orbital gap	8.596	eV
SMILES	CCOc1cccc(CN2CCC[C@@H](N3CCc4cc(OC)c(OC)cc4C3)C2)c1O

```
65
C25H34N2O4, DFT ωB97M-V/def2-TZVPD
C -0.05 0.83 -5.21
C 0.66 0.72 -3.87
O -0.06 -0.07 -2.93
C -1.16 0.55 -2.34
C -2.44 0.40 -2.85
C -3.50 0.98 -2.20
C -3.29 1.69 -1.03
C -2.02 1.83 -0.48
C -1.82 2.47 0.87
N -1.92 1.53 1.98
C -3.25 0.98 2.18
C -3.29 0.22 3.50
C -2.26 -0.91 3.49
C -0.88 -0.31 3.21
N 0.14 -1.35 3.30
C 1.42 -0.95 3.84
C 2.25 -0.08 2.89
C 2.20 -0.60 1.48
C 3.05 -0.05 0.52
C 3.03 -0.49 -0.79
O 3.81 0.00 -1.80
C 4.72 1.02 -1.49
C 2.13 -1.52 -1.16
O 2.21 -1.92 -2.46
C 1.31 -2.91 -2.91
C 1.27 -2.03 -0.21
C 1.29 -1.57 1.11
C 0.34 -2.17 2.12
C -0.94 0.46 1.89
C -0.94 1.27 -1.16
O 0.33 1.41 -0.70
H 0.59 1.37 -5.92
H -0.26 -0.16 -5.61
H -0.98 1.38 -5.10
H 1.62 0.19 -3.98
H 0.85 1.72 -3.47
H -2.59 -0.18 -3.75
H -4.50 0.88 -2.59
H -4.13 2.14 -0.51
H -2.56 3.25 1.04
H -0.82 2.91 0.92
H -3.96 1.82 2.21
H -3.54 0.31 1.35
H -3.07 0.91 4.31
H -4.30 -0.19 3.65
H -2.25 -1.43 4.45
H -2.52 -1.63 2.72
H -0.66 0.41 4.01
H 1.26 -0.43 4.78
H 1.97 -1.87 4.06
H 3.29 -0.05 3.23
H 1.88 0.95 2.91
H 3.73 0.72 0.82
H 5.46 0.70 -0.76
H 5.22 1.26 -2.43
H 4.21 1.92 -1.12
H 0.28 -2.57 -2.83
H 1.44 -3.85 -2.35
H 1.56 -3.08 -3.95
H 0.56 -2.80 -0.48
H -0.62 -2.38 1.66
H 0.75 -3.13 2.46
H 0.03 0.91 1.66
H -1.19 -0.24 1.07
H 0.90 0.82 -1.21
```

A single C25H34N2O5S molecule in a non-equilibrium geometry, computed with ωB97M-V/def2-TZVPD.

Properties
LUMO level	0.5170	eV
relative energy (zero: lowest compared OMol25 entry of this formula, charge and spin)	2.4	kcal per mole
orbital gap	9.428	eV
SMILES	COc1ccc(CC(=O)N(C)Cc2ccc(C(C)(C)C)cc2)cc1S(=O)(=O)N1CCOCC1

```
67
C25H34N2O5S, DFT ωB97M-V/def2-TZVPD
C 0.53 4.12 1.37
O 1.34 3.12 0.80
C 1.60 2.01 1.52
C 1.06 1.72 2.78
C 1.32 0.51 3.40
C 2.14 -0.44 2.81
C 2.26 -1.81 3.42
C 0.87 -2.44 3.25
O 0.10 -2.46 4.19
N 0.53 -2.87 2.02
C 1.39 -2.91 0.86
C -0.88 -3.13 1.75
C -1.48 -2.02 0.92
C -2.20 -2.28 -0.24
C -2.77 -1.25 -0.97
C -2.62 0.08 -0.58
C -3.26 1.24 -1.32
C -2.19 2.26 -1.73
C -4.27 1.91 -0.38
C -4.01 0.80 -2.58
C -1.88 0.33 0.58
C -1.33 -0.70 1.32
C 2.75 -0.12 1.60
C 2.47 1.07 0.97
S 3.27 1.23 -0.63
O 3.06 2.50 -1.26
O 4.61 0.76 -0.49
N 2.42 0.01 -1.45
C 1.07 0.42 -1.78
C 0.35 -0.74 -2.48
O 1.05 -1.17 -3.62
C 2.36 -1.56 -3.30
C 3.13 -0.41 -2.65
H 0.49 4.91 0.62
H 0.96 4.52 2.29
H -0.49 3.76 1.57
H 0.41 2.43 3.27
H 0.85 0.29 4.34
H 2.45 -1.75 4.49
H 3.05 -2.39 2.94
H 2.40 -3.21 1.14
H 1.44 -1.94 0.35
H 0.99 -3.65 0.17
H -0.99 -4.09 1.24
H -1.38 -3.18 2.72
H -2.34 -3.30 -0.57
H -3.33 -1.50 -1.85
H -1.61 2.61 -0.89
H -2.66 3.12 -2.20
H -1.51 1.81 -2.45
H -5.02 1.19 -0.05
H -3.78 2.32 0.51
H -4.78 2.73 -0.89
H -3.34 0.30 -3.28
H -4.83 0.12 -2.33
H -4.43 1.67 -3.08
H -1.74 1.34 0.93
H -0.78 -0.48 2.22
H 3.45 -0.78 1.12
H 0.55 0.68 -0.86
H 1.09 1.30 -2.44
H -0.64 -0.43 -2.82
H 0.24 -1.57 -1.77
H 2.83 -1.86 -4.23
H 2.34 -2.42 -2.60
H 4.13 -0.72 -2.34
H 3.22 0.42 -3.36
```

A single C25H34N2O8 molecule, computed with ωB97M-V/def2-TZVPD.

Properties
LUMO level	0.6535	eV
relative energy (zero: lowest compared OMol25 entry of this formula, charge and spin)	5.9	kcal per mole
orbital gap	8.581	eV
SMILES	CCOC(=O)c1[nH]c(Cc2[nH]c(C(=O)OCC)c(C)c2CCC(=O)OC)c(CCC(=O)OC)c1C

```
69
C25H34N2O8, DFT ωB97M-V/def2-TZVPD
C 2.42 4.63 -4.55
C 3.04 3.70 -3.52
O 2.10 2.68 -3.22
C 2.54 1.69 -2.42
O 3.66 1.69 -1.96
C 1.56 0.66 -2.14
N 1.91 -0.39 -1.34
C 0.85 -1.20 -1.15
C 0.97 -2.46 -0.34
C 0.23 -2.37 0.95
N -1.05 -2.79 1.06
C -1.52 -2.56 2.33
C -2.89 -2.84 2.69
O -3.39 -2.71 3.78
O -3.59 -3.28 1.60
C -4.97 -3.54 1.80
C -5.80 -2.27 1.64
C -0.48 -2.00 3.06
C -0.53 -1.58 4.49
C 0.62 -1.89 2.19
C 1.96 -1.32 2.53
C 2.06 0.18 2.20
C 3.33 0.50 1.46
O 3.90 -0.26 0.72
O 3.75 1.74 1.70
C 4.90 2.17 0.98
C -0.22 -0.68 -1.86
C -1.63 -1.18 -1.89
C -2.51 -0.52 -0.79
C -1.76 0.63 -0.14
O -0.94 0.53 0.73
O -2.14 1.81 -0.66
C -1.45 2.95 -0.18
C 0.22 0.49 -2.50
C -0.59 1.33 -3.43
H 3.12 5.42 -4.79
H 1.51 5.07 -4.16
H 2.18 4.08 -5.45
H 3.96 3.25 -3.89
H 3.28 4.24 -2.59
H 2.81 -0.48 -0.89
H 0.59 -3.30 -0.92
H 2.03 -2.62 -0.14
H -1.60 -3.22 0.33
H -5.11 -3.96 2.80
H -5.24 -4.28 1.04
H -5.65 -1.84 0.66
H -5.52 -1.55 2.40
H -6.86 -2.51 1.76
H -1.51 -1.78 4.90
H 0.22 -2.12 5.07
H -0.31 -0.51 4.57
H 2.73 -1.84 1.94
H 2.17 -1.48 3.58
H 1.99 0.81 3.09
H 1.22 0.45 1.54
H 5.76 1.55 1.26
H 4.73 2.07 -0.09
H 5.07 3.20 1.26
H -1.65 -2.26 -1.78
H -2.06 -0.94 -2.87
H -2.74 -1.23 0.00
H -3.43 -0.13 -1.21
H -1.99 3.82 -0.57
H -1.44 2.97 0.91
H -0.42 2.95 -0.55
H -1.53 1.62 -2.97
H -0.04 2.23 -3.71
H -0.82 0.77 -4.33
```

A single C25H34N2O8S2 molecule in a non-equilibrium geometry, computed with ωB97M-V/def2-TZVPD.

Properties
LUMO level	0.3704	eV
relative energy (zero: lowest compared OMol25 entry of this formula, charge and spin)	5.6	kcal per mole
orbital gap	8.411	eV
SMILES	COc1cccc(CN(C[C@@H]2CCCO2)S(=O)(=O)c2ccc(S(=O)(=O)NC[C@H]3CCCO3)cc2)c1OC

```
71
C25H34N2O8S2, DFT ωB97M-V/def2-TZVPD
C -1.98 0.80 -4.08
O -2.22 0.28 -2.79
C -2.10 1.11 -1.70
C -1.74 2.44 -1.81
C -1.60 3.24 -0.69
C -1.81 2.71 0.56
C -2.18 1.38 0.70
C -2.42 0.80 2.07
N -1.42 -0.21 2.40
C -1.68 -1.00 3.57
C -1.69 -0.19 4.88
C -1.56 -1.08 6.12
C -2.50 -0.42 7.12
C -3.58 0.11 6.18
O -2.89 0.56 5.03
S 0.16 0.32 2.24
O 1.00 -0.61 2.95
O 0.32 1.72 2.54
C 0.44 0.05 0.49
C 0.20 -1.22 0.01
C 0.40 -1.48 -1.34
C 0.84 -0.45 -2.15
S 1.14 -0.82 -3.86
O 0.09 -1.63 -4.39
O 1.47 0.39 -4.57
N 2.47 -1.84 -3.77
C 3.76 -1.22 -3.54
C 4.03 -1.07 -2.04
C 5.49 -1.29 -1.62
C 5.54 -0.55 -0.28
C 4.37 0.45 -0.37
O 3.76 0.25 -1.63
C 1.11 0.81 -1.66
C 0.91 1.06 -0.31
C -2.35 0.57 -0.43
O -2.71 -0.72 -0.15
C -3.20 -1.58 -1.16
H -2.10 -0.05 -4.75
H -0.96 1.17 -4.18
H -2.70 1.58 -4.33
H -1.56 2.87 -2.78
H -1.32 4.28 -0.80
H -1.68 3.31 1.45
H -2.42 1.60 2.81
H -3.39 0.29 2.09
H -0.88 -1.74 3.63
H -2.64 -1.50 3.44
H -0.86 0.53 4.82
H -0.53 -1.14 6.47
H -1.91 -2.09 5.88
H -2.90 -1.11 7.86
H -2.01 0.40 7.63
H -4.13 0.97 6.58
H -4.29 -0.68 5.92
H -0.16 -1.98 0.69
H 0.22 -2.45 -1.77
H 2.44 -2.48 -4.55
H 3.78 -0.22 -4.00
H 4.53 -1.84 -3.99
H 3.37 -1.77 -1.49
H 5.74 -2.35 -1.53
H 6.15 -0.82 -2.35
H 6.50 -0.05 -0.13
H 5.39 -1.24 0.55
H 3.64 0.28 0.43
H 4.70 1.49 -0.33
H 1.46 1.57 -2.34
H 1.09 2.03 0.12
H -3.54 -2.47 -0.62
H -2.43 -1.85 -1.88
H -4.05 -1.13 -1.69
```

A single C25H34N4O5 molecule, computed with ωB97M-V/def2-TZVPD.

Properties
LUMO level	0.5112	eV
relative energy (zero: lowest compared OMol25 entry of this formula, charge and spin)	38.6	kcal per mole
orbital gap	8.949	eV
SMILES	COCCN(C(=O)CCC(=O)Nc1ccccn1)[C@H](C(=O)NC(C)(C)C)c1ccc(OC)cc1

```
68
C25H34N4O5, DFT ωB97M-V/def2-TZVPD
C -2.23 -2.18 -2.67
O -1.41 -2.66 -1.63
C -0.30 -1.82 -1.37
C 0.54 -2.46 -0.25
N 0.46 -1.79 1.03
C -0.57 -1.92 1.91
O -0.55 -1.33 2.98
C -1.71 -2.86 1.55
C -3.02 -2.39 2.19
C -3.93 -1.66 1.21
O -5.09 -1.99 1.07
N -3.34 -0.64 0.54
C -3.89 0.16 -0.45
C -5.24 0.14 -0.81
C -5.66 0.99 -1.80
C -4.75 1.85 -2.41
C -3.44 1.79 -1.98
N -3.01 0.97 -1.03
C 1.32 -0.65 1.30
C 0.48 0.63 1.09
O -0.69 0.57 0.78
N 1.16 1.77 1.29
C 0.59 3.12 1.15
C 0.04 3.29 -0.27
C -0.53 3.30 2.17
C 1.73 4.11 1.40
C 2.60 -0.62 0.51
C 2.65 -0.04 -0.76
C 3.83 -0.01 -1.47
C 4.99 -0.57 -0.94
O 6.10 -0.49 -1.72
C 7.31 -1.04 -1.25
C 4.95 -1.15 0.32
C 3.76 -1.17 1.03
H -3.08 -2.85 -2.73
H -2.57 -1.16 -2.47
H -1.69 -2.18 -3.63
H -0.65 -0.82 -1.08
H 0.30 -1.73 -2.29
H 0.21 -3.50 -0.13
H 1.59 -2.48 -0.54
H -1.44 -3.84 1.95
H -1.82 -2.95 0.47
H -3.59 -3.23 2.58
H -2.78 -1.72 3.02
H -2.36 -0.40 0.73
H -5.92 -0.54 -0.31
H -6.70 1.00 -2.10
H -5.05 2.53 -3.19
H -2.67 2.42 -2.42
H 1.56 -0.69 2.37
H 2.13 1.71 1.56
H -0.75 2.56 -0.45
H 0.83 3.13 -1.00
H -0.36 4.29 -0.40
H -1.31 2.58 1.99
H -0.14 3.16 3.18
H -0.94 4.30 2.10
H 1.36 5.12 1.30
H 2.53 3.96 0.69
H 2.12 3.99 2.41
H 1.76 0.40 -1.18
H 3.88 0.44 -2.45
H 7.64 -0.55 -0.33
H 7.21 -2.12 -1.08
H 8.04 -0.86 -2.04
H 5.83 -1.60 0.76
H 3.74 -1.63 2.01
```

Values for DFT total energy, hartree, ordered as above
-7600.230320; -2061.662166; -1383.479406; -1856.928089; -1684.569647; -2480.776606; -1568.321866